[1]
The following is a DFT calculation (the ωB97M-V functional and the def2-TZVPD basis) of a cluster of 2 separate species, C5H11NO6 in total in a non-equilibrium geometry.

Output
Energy above the lowest of the compared OMol25 structures with the same formula, charge and spin = 15.46 kcal per mole
Orbital gap (spin up / spin down) = 6.30 / 9.53 eV
2S+1 = 1
Highest occupied orbital energy (spin up / spin down) = -10.585 / -10.207 eV

Last column: Löwdin charge in e.
Cartesian coordinates (Å):
N 3.69 1.49 5.06  -0.51
O 4.60 2.34 4.86  0.16
O 3.43 0.64 4.16  0.18
O 3.04 1.49 6.14  0.16
C -2.13 -0.56 -3.54  -0.10
C -0.87 -0.28 -2.73  -0.22
C -1.14 -0.37 -1.22  -0.41
C 0.06 0.01 -0.35  -0.14
C -0.17 0.03 1.16  -0.16
O 1.11 0.44 1.70  -0.12
O 1.03 0.37 3.00  -0.02
O -1.69 -1.65 -0.86  -0.04
H -1.92 -0.50 -4.61  0.07
H -2.51 -1.56 -3.31  0.07
H -2.91 0.18 -3.30  0.08
H -0.07 -0.99 -2.99  0.12
H -0.50 0.73 -2.95  0.12
H -1.93 0.36 -0.99  0.15
H 0.88 -0.69 -0.56  0.13
H 0.40 1.01 -0.65  0.13
H -0.95 0.76 1.44  0.14
H -0.47 -0.95 1.54  0.13
H -0.98 -2.30 -1.00  0.10


[2]
The following is a DFT calculation (the ωB97M-V functional and the def2-TZVPD basis) of a cluster of 10 separate species, C13H46N14O13 in total in a non-equilibrium geometry.

Output
Energy above the lowest of the compared OMol25 structures with the same formula, charge and spin = 206.07 kcal per mole
Orbital gap = 9.19 eV
SMILES string = NC(N)=O.NC(N)=O.NC(N)=O.NC(N)=O.NC(N)=O.NC(N)=O.NC(N)=O.OCCO.OCCO.OCCO
2S+1 = 1
Highest occupied orbital energy = -9.395 eV

Last column: Löwdin charge in e.
Cartesian coordinates (Å):
N 3.00 4.86 2.81  0.16
C 3.89 5.78 2.92  -0.85
N 3.46 6.91 2.48  0.16
O 4.91 5.63 3.52  0.07
H 2.04 5.04 2.55  0.11
H 3.18 3.98 3.28  0.12
H 4.05 7.73 2.54  0.12
H 2.66 6.91 1.86  0.11
N -1.75 1.16 5.80  0.15
C -2.48 2.02 6.46  -0.83
N -1.87 2.36 7.54  0.16
O -3.55 2.43 6.13  0.06
H -1.95 0.94 4.83  0.12
H -0.93 0.77 6.25  0.10
H -2.45 2.80 8.23  0.13
H -0.96 1.93 7.64  0.11
N -0.27 -7.18 2.71  0.17
C -0.52 -6.17 2.03  -0.80
N 0.55 -5.42 1.66  0.15
O -1.68 -5.85 1.81  0.02
H 0.63 -7.21 3.18  0.11
H -0.90 -7.95 2.90  0.13
H 1.44 -5.70 2.05  0.10
H 0.23 -4.53 1.31  0.11
N 0.59 -0.16 0.35  0.16
C -0.50 -0.78 0.06  -0.83
N -0.60 -1.16 -1.16  0.19
O -1.38 -0.86 0.91  0.01
H 1.39 -0.17 -0.27  0.11
H 0.82 -0.02 1.32  0.12
H 0.16 -1.05 -1.81  0.12
H -1.37 -1.79 -1.36  0.13
N 5.76 -1.43 -0.26  0.16
C 6.24 -2.62 -0.39  -0.82
N 6.72 -2.80 -1.59  0.16
O 6.49 -3.29 0.58  0.05
H 5.84 -0.81 -1.05  0.11
H 5.27 -1.15 0.57  0.12
H 6.84 -2.06 -2.27  0.11
H 7.22 -3.66 -1.71  0.12
N -6.05 -3.00 -0.82  0.18
C -5.92 -2.61 -2.02  -0.81
N -7.11 -2.18 -2.49  0.14
O -4.97 -2.75 -2.73  0.04
H -5.26 -3.19 -0.22  0.14
H -7.02 -2.95 -0.53  0.11
H -7.24 -1.95 -3.46  0.11
H -7.86 -2.03 -1.83  0.09
N -4.19 2.31 -0.60  0.18
C -4.68 2.93 -1.62  -0.90
N -5.38 2.19 -2.41  0.16
O -4.71 4.06 -1.80  0.09
H -3.61 2.69 0.14  0.12
H -4.11 1.31 -0.59  0.11
H -5.64 2.66 -3.26  0.13
H -5.60 1.25 -2.12  0.11
O 0.63 1.96 -4.03  -0.09
C 0.66 3.22 -3.34  -0.21
C 2.12 3.53 -2.98  -0.27
O 2.55 2.98 -1.77  -0.05
H -0.26 1.61 -4.02  0.08
H 0.14 3.81 -4.09  0.12
H 0.14 3.18 -2.38  0.11
H 2.24 4.61 -3.08  0.11
H 2.81 3.21 -3.76  0.12
H 1.94 3.37 -1.14  0.08
O -3.76 -1.03 -6.93  -0.06
C -4.29 -1.99 -7.87  -0.25
C -5.64 -1.70 -8.57  -0.19
O -6.54 -1.60 -7.40  -0.10
H -3.88 -1.51 -6.11  0.08
H -3.50 -1.95 -8.62  0.11
H -4.47 -2.99 -7.45  0.12
H -5.96 -2.49 -9.24  0.11
H -5.59 -0.75 -9.09  0.11
H -6.95 -2.47 -7.36  0.07
O 8.58 0.40 5.47  -0.03
C 7.47 0.27 4.68  -0.29
C 6.10 0.22 5.40  -0.18
O 4.89 0.03 4.51  -0.11
H 8.60 -0.42 5.96  0.09
H 7.25 1.10 4.00  0.12
H 7.60 -0.65 4.11  0.12
H 5.87 1.11 5.99  0.11
H 6.07 -0.63 6.08  0.10
H 4.33 -0.63 4.94  0.06